(1)
The following is a DFT calculation (ωB97M-V with the def2-TZVPD basis set) of a 2-piece molecular cluster, C7H16O2 overall in a non-equilibrium geometry.

Structure (XYZ):
```
25
Properties=species:S:1:pos:R:3:forces:R:3
H -0.5686 0.4848 0.8713 -2.0 0.3 -1.0
C 3.2903 -1.9412 -0.5417 -2.0 -2.1 -2.8
H -2.7245 2.5722 -0.1829 0.8 -1.4 0.7
H 0.2222 -1.1522 -1.2301 -2.4 0.1 -0.7
O 3.0304 -2.5119 -1.6013 1.4 0.3 1.2
H -2.3907 0.6155 -1.6978 0.3 -0.4 -0.2
H -3.5253 1.6486 2.2563 2.3 1.2 -0.9
C -1.4600 0.3028 -1.2070 1.2 0.7 1.7
H -2.9740 3.4008 1.8529 0.4 -1.6 0.8
H 3.9660 -2.2234 1.4337 0.6 0.7 -1.3
C 4.3928 -2.0949 0.3854 2.4 1.6 1.8
H 1.5521 -1.3289 -0.5371 0.1 0.2 -0.3
O 2.3691 -1.1319 -0.0639 -0.6 1.2 1.5
C -2.5833 2.3155 1.9452 -1.4 1.6 0.8
H -1.4848 -2.0031 -1.3389 1.1 1.6 -0.2
H -0.8451 -0.9963 -2.6640 0.3 -0.4 -1.0
C -0.8787 -1.0491 -1.6030 -0.3 -2.0 1.6
C -1.9457 2.1165 0.5406 -1.8 4.3 0.5
H 5.0161 -1.0794 0.2677 -1.2 -2.2 0.8
H -1.2110 3.0643 0.4686 -0.5 -2.8 0.0
H -0.5830 0.8399 -1.6210 -1.0 1.1 0.3
H -2.3298 0.0517 0.9024 0.4 0.6 -0.8
C -1.6101 0.7075 0.3386 3.1 -2.7 -0.8
H -1.8092 2.3234 2.7759 -1.0 -0.3 -0.9
H 5.0852 -2.9312 0.2502 -0.4 0.2 -0.6
```
Forces are in eV/Å.

Output
SMILES string: CC(=O)O.CCCCC
ΔE to the lowest compared entry with this formula, charge and spin (eV): 2.512
LUMO (eV): 0.83
F_max (eV/Å): 4.7
Kohn-Sham gap (eV): 11.17

***

(2)
The following is a DFT calculation (ωB97M-V with the def2-TZVPD basis set) of C36H28I2N6NaO2S2Sb as an isolated structure.

Structure (XYZ):
```
78
Properties=species:S:1:pos:R:3:forces:R:3
C -1.2086 -4.5916 -0.6752 0.0 0.1 -0.1
H -1.8881 -4.6293 -1.5170 0.0 0.0 0.0
C -1.6931 1.8875 2.6508 0.0 0.0 -0.1
C 2.4689 -0.0240 3.7329 -0.1 0.0 0.0
C 0.3788 2.3930 -2.7573 -0.1 0.0 -0.1
H -3.0034 -4.3612 1.8602 0.0 0.0 0.0
I -2.4740 4.7826 -6.0638 0.0 0.0 0.0
H -1.4921 -4.5083 3.8279 0.0 0.0 0.0
S 1.3618 -1.9684 1.0772 0.1 -0.1 -0.1
C -1.9804 -6.8288 -0.0515 0.1 0.2 0.0
C -3.8548 2.8108 2.2262 0.0 0.0 0.0
C -1.3271 3.9491 -0.3485 -0.2 0.2 0.2
H -4.9041 2.9297 2.4713 0.0 0.0 0.0
C -0.4430 -3.4276 -0.5070 0.1 0.0 0.0
S -0.6429 -2.1345 -1.6571 0.0 0.0 0.1
C -3.3185 3.4441 1.1194 0.0 0.0 0.0
C -0.1335 -6.7341 2.1881 -0.1 0.2 -0.2
H -3.9323 4.0715 0.4840 0.0 0.0 0.0
C -3.7889 1.8987 -2.5344 0.0 0.0 0.0
C -3.6019 -2.1111 0.4331 0.0 -0.1 0.1
O 1.0863 1.7727 -1.9337 0.3 0.5 -0.3
N -0.0445 -7.5975 2.9464 0.0 0.0 0.0
H 4.5639 -0.4937 3.7538 0.0 0.0 0.0
C 4.0409 0.8947 2.2044 0.0 0.0 -0.1
H -3.9948 3.1775 -4.2291 0.0 0.0 0.0
H 4.2403 3.0279 0.5981 0.0 0.0 0.0
C 3.7698 0.0688 3.2772 0.0 -0.1 0.0
C 1.4786 0.6781 3.0561 -0.2 0.1 0.0
C 0.4360 -3.3632 0.6290 0.0 0.1 0.0
H -4.0808 -1.1327 0.4305 0.0 0.0 0.0
H 4.2079 -2.5531 -2.2300 0.0 0.0 0.0
N 1.7295 1.4680 2.0145 0.4 0.0 0.0
C 0.5144 -4.4981 1.4540 0.1 0.1 -0.1
C -0.2470 -5.6411 1.2608 0.1 -0.2 0.1
C -1.9267 2.9198 -3.6662 0.1 -0.1 0.0
C -3.0303 2.0246 3.0136 0.1 -0.1 0.0
C -2.8735 1.3029 -1.6489 0.1 -0.1 0.0
C 3.1404 -2.7779 -2.1689 0.0 0.0 0.0
H 0.4825 4.5987 -5.3926 0.0 0.0 0.0
H 2.2143 -0.6546 4.5760 0.0 0.0 0.0
C 0.8602 3.2823 -3.7435 0.0 0.0 0.0
N -2.1480 -1.1227 2.0931 0.1 0.1 0.1
C -1.3195 -1.2058 3.1326 -0.1 -0.1 0.0
H 2.8908 -2.9865 -1.1245 0.0 0.0 0.0
H 2.4860 3.2997 0.4244 0.0 0.0 0.0
H -4.8501 1.7176 -2.4185 0.0 0.0 0.0
H -1.3076 5.0319 -0.2002 0.0 0.0 0.1
H 3.2701 2.0344 -0.4938 0.0 0.0 0.0
H 1.1846 -4.4546 2.3031 0.0 0.0 0.0
H 1.4910 -1.8047 -2.4391 0.0 0.0 0.0
H 2.9465 -3.6792 -2.7652 0.0 0.0 0.0
H -1.8818 3.7485 -1.2679 0.0 0.3 0.4
C -3.3162 2.7020 -3.5322 0.0 0.0 -0.1
N -1.1811 2.4966 1.5821 0.0 0.0 0.1
C 2.9992 1.5952 1.6023 0.0 0.0 0.1
C -1.3222 3.7609 -4.6366 0.0 0.0 -0.1
H -2.9834 -2.1912 -0.4674 0.0 0.1 0.0
C 3.2697 2.5455 0.4716 -0.1 0.0 -0.1
C -2.7268 -2.2409 1.6445 -0.1 0.0 0.0
I 2.9199 3.6222 -3.7948 0.0 0.0 0.0
H -0.3092 3.5844 -0.4718 0.0 0.0 0.0
C -1.6756 -3.5558 3.3446 -0.1 0.0 0.0
H -3.4176 1.5044 3.8822 0.0 0.0 0.0
H -4.3627 -2.8927 0.4042 0.0 0.0 0.0
C -1.9679 3.2656 0.8275 0.1 0.1 0.0
N -2.6660 -7.7354 -0.2430 0.0 0.0 0.0
Na 0.6470 0.2222 -0.5725 -0.4 -0.6 0.3
C -1.1406 -5.6856 0.1794 -0.1 -0.2 0.0
Sb -0.4931 0.6223 3.9212 -0.2 0.0 0.0
C -1.0636 -2.3996 3.7996 0.1 0.1 -0.1
H -3.2146 0.6710 -0.8353 0.0 0.0 0.0
H 5.0503 1.0044 1.8273 0.0 0.0 0.0
H -0.3779 -2.4238 4.6379 0.0 0.0 0.0
C -2.5193 -3.4758 2.2528 -0.2 0.0 0.1
C 0.0372 3.9395 -4.6595 0.0 -0.1 0.1
N -1.5810 1.4752 -1.7475 0.2 -0.3 -0.3
C -1.0882 2.2541 -2.7372 0.0 -0.3 -0.3
O 2.4341 -1.6578 -2.6593 0.0 -0.1 0.0
```
Forces are in eV/Å.

Output
ΔE to the lowest compared entry with this formula, charge and spin (eV): 0.731
LUMO (eV): 3.25
Total charge: -2
F_max (eV/Å): 0.8
Kohn-Sham gap (eV): 4.82